[1]
The molecule C11H10N3O2P, computed with wB97M-V/def2-TZVPD.

Computed properties:
* charge: 0
* HOMO level: -8.32 eV
* LUMO: -1.41 eV
* Kohn-Sham gap: 6.9049 eV

Cartesian coordinates (Å):
C -5.556 1.078 -0.956
C -4.345 1.423 -0.533
C -2.882 2.041 -0.281
C -1.692 1.012 -0.723
C -1.769 0.417 -2.177
N -0.792 -0.505 -2.700
C 0.278 -0.770 -1.751
C 1.448 -1.747 -2.251
C 2.690 -2.092 -1.360
C 2.739 -1.474 0.097
C 1.562 -0.532 0.628
P 1.767 0.073 2.420
N 1.385 -1.185 3.372
O 0.727 1.358 2.852
O 3.433 0.437 2.744
C 0.310 -0.149 -0.312
N -0.680 0.744 0.269
H -6.418 0.385 -1.301
H -2.724 2.363 0.824
H -2.731 2.988 -0.937
H -2.656 0.709 -2.858
H 1.402 -2.222 -3.314
H 3.559 -2.761 -1.692
H 3.638 -1.703 0.787
H 2.201 -1.455 3.948
H 1.060 2.210 2.472
H 3.856 -0.428 2.982

---

[2]
A structure of composition C11H10N3O3PmS2, computed with wB97M-V/def2-TZVPD.

Computed properties:
* charge: 0
* relative energy (zero: lowest compared OMol25 entry of this formula, charge and spin): 0.0000 eV
* multiplicity: 5
* HOMO level (alpha / beta): -8.46 / -8.47 eV
* LUMO (alpha / beta): -0.46 / -0.32 eV
* Kohn-Sham gap (alpha / beta): 7.9957 / 8.1455 eV

Cartesian coordinates (Å):
Pm -1.866 -0.327 -1.304
N -0.209 -1.958 0.016
C -0.447 -1.761 1.468
C -1.871 -1.478 1.835
O -2.165 -1.786 2.948
N -2.628 -1.017 0.818
C -4.015 -0.632 1.012
C -4.066 0.151 -0.278
O -3.425 1.202 -0.341
O -4.327 -0.552 -1.354
H -0.487 -2.899 -0.129
H 0.706 -1.923 -0.309
H 0.266 -0.982 1.721
H -0.057 -2.611 2.059
H -4.135 0.003 1.911
H -4.703 -1.482 1.152
S -0.082 -1.117 -3.549
C 1.021 -0.198 -2.625
N 0.601 0.455 -1.565
C 1.607 1.124 -0.912
C 1.467 1.907 0.216
C 2.633 2.418 0.723
C 3.910 2.201 0.215
C 4.001 1.462 -0.957
C 2.879 0.972 -1.551
S 2.689 0.015 -2.957
H 0.568 1.849 0.819
H 2.459 3.047 1.666
H 4.757 2.564 0.704
H 4.916 1.352 -1.453

---

[3]
A structure of composition C11H10NOPtSTe, computed with wB97M-V/def2-TZVPD.

Computed properties:
* charge: -1
* HOMO level (alpha / beta): -2.98 / -2.80 eV
* LUMO (alpha / beta): 2.73 / 2.81 eV
* Kohn-Sham gap (alpha / beta): 5.7056 / 5.6084 eV

Cartesian coordinates (Å):
Pt 1.596 -0.745 -0.981
O 3.576 -0.745 -0.963
N 3.929 0.013 0.135
C 5.125 0.670 0.014
C 5.573 1.436 1.018
C 4.791 1.565 2.224
C 3.618 0.927 2.358
C 3.088 0.059 1.245
S 1.613 -0.745 1.403
H 5.677 0.542 -0.911
H 6.516 1.961 0.936
H 5.178 2.190 3.019
H 3.021 1.014 3.255
Te -1.142 -0.745 -0.981
C -3.260 -0.754 -0.981
C -3.961 -0.807 0.230
C -5.360 -0.813 0.229
C -6.059 -0.766 -0.981
C -5.360 -0.713 -2.191
C -3.961 -0.707 -2.192
H -3.423 -0.844 1.168
H -5.901 -0.854 1.165
H -7.142 -0.770 -0.981
H -5.901 -0.676 -3.128
H -3.424 -0.666 -3.130
H 1.596 0.973 -0.981

---

[4]
The molecule C11H10O, computed with wB97M-V/def2-TZVPD.

Computed properties:
* charge: 0
* relative energy (zero: lowest compared OMol25 entry of this formula, charge and spin): 0.9820 eV
* multiplicity: 3
* HOMO level (alpha / beta): -5.45 / -8.98 eV
* LUMO (alpha / beta): 0.78 / -1.39 eV
* Kohn-Sham gap (alpha / beta): 6.2224 / 7.5903 eV

Cartesian coordinates (Å):
C 2.439 1.761 -0.595
C 1.656 2.079 -1.733
C 1.998 0.954 0.358
C 0.430 1.553 -1.942
C 0.716 0.331 0.182
C -0.140 0.707 -0.958
C 0.549 -0.797 0.942
C -0.656 -1.627 0.758
C -1.047 -2.365 1.767
C -1.643 -3.060 2.680
C -1.512 0.473 -0.922
O -2.511 0.820 -1.736
H 3.369 2.142 -0.485
H 2.265 2.772 -2.412
H 2.602 0.732 1.170
H -0.306 1.721 -2.794
H 1.172 -1.158 1.846
H -1.391 -1.810 -0.103
H -1.643 -4.144 2.842
H -2.150 -2.660 3.558
H -2.067 0.129 -0.110
H -2.128 1.449 -2.311

---

[5]
The molecule C11H10S2, computed with wB97M-V/def2-TZVPD.

Computed properties:
* charge: 0
* relative energy (zero: lowest compared OMol25 entry of this formula, charge and spin): 1.0583 eV
* HOMO level: -6.93 eV
* LUMO: -0.04 eV
* Kohn-Sham gap: 6.8959 eV

Cartesian coordinates (Å):
C -1.601 -0.821 -1.232
C -0.236 -0.313 -0.981
C 0.141 0.308 0.138
C 1.553 0.817 0.154
C 1.810 1.537 1.357
C 0.572 1.491 2.044
S 0.141 1.899 3.687
C -1.404 1.189 3.437
C -1.560 0.515 2.247
C -0.465 0.723 1.380
S 2.315 0.489 -1.309
C 0.899 -0.422 -1.964
C 1.285 -1.828 -2.437
H -1.708 -1.450 -2.175
H -2.372 0.004 -1.344
H -2.126 -1.285 -0.312
H 2.761 2.059 1.611
H -2.216 1.379 4.223
H -2.611 0.120 1.900
H 0.673 0.231 -2.851
H 0.412 -2.578 -2.265
H 2.074 -2.176 -1.783
H 1.663 -1.887 -3.524

---

[6]
A structure of composition C11H11BrEuO2, computed with wB97M-V/def2-TZVPD.

Computed properties:
* charge: -2
* relative energy (zero: lowest compared OMol25 entry of this formula, charge and spin): 0.4034 eV
* multiplicity: 8
* HOMO level (alpha / beta): -0.81 / -0.81 eV
* LUMO (alpha / beta): 5.11 / 5.09 eV
* Kohn-Sham gap (alpha / beta): 5.9176 / 5.9024 eV

Cartesian coordinates (Å):
C 0.394 -1.930 -1.196
C 0.855 -3.015 -0.402
C -0.280 -3.717 0.094
H 1.896 -3.322 -0.295
C -1.444 -3.053 -0.345
C -1.037 -1.967 -1.178
H -1.699 -1.322 -1.788
H 1.035 -1.304 -1.818
H -0.232 -4.653 0.632
H -2.454 -3.397 -0.206
Eu -0.178 -0.405 0.922
Br 2.588 0.362 0.790
C -1.098 3.664 0.398
C -1.843 3.353 -0.783
C -0.917 3.175 -1.852
H -2.924 3.308 -0.863
C 0.400 3.372 -1.332
C 0.280 3.710 0.045
H 1.101 3.978 0.701
H -1.511 3.847 1.388
H -1.167 2.981 -2.891
H 1.328 3.285 -1.889
O 2.273 -2.699 3.604
C 1.713 -1.801 3.001
O 0.558 -1.210 2.996
H 2.361 -1.241 2.268